{"formula": "C37H103N9O10", "method": "ωB97M-V/def2-TZVPD", "e_above_lowest_kcal_mol": 54.5, "fmax_ha_per_bohr": 0.0649, "e_lumo_ev": 0.64, "total_charge": 0, "energy_ev": -73918.1163, "smiles": "COC[C@H](C)N.COC[C@H](C)N.COC[C@H](C)N.COC[C@H](C)N.COC[C@H](C)N.COC[C@H](C)N.COC[C@H](C)N.COC[C@H](C)N.COC[C@H](C)N.CO", "elements": ["C", "O", "C", "C", "C", "N", "H", "H", "H", "H", "H", "H", "H", "H", "H", "H", "H", "C", "O", "C", "C", "C", "N", "H", "H", "H", "H", "H", "H", "H", "H", "H", "H", "H", "C", "O", "C", "C", "C", "N", "H", "H", "H", "H", "H", "H", "H", "H", "H", "H", "H", "C", "O", "C", "C", "C", "N", "H", "H", "H", "H", "H", "H", "H", "H", "H", "H", "H", "C", "O", "C", "C", "C", "N", "H", "H", "H", "H", "H", "H", "H", "H", "H", "H", "H", "C", "O", "C", "C", "C", "N", "H", "H", "H", "H", "H", "H", "H", "H", "H", "H", "H", "C", "O", "C", "C", "C", "N", "H", "H", "H", "H", "H", "H", "H", "H", "H", "H", "H", "C", "O", "C", "C", "C", "N", "H", "H", "H", "H", "H", "H", "H", "H", "H", "H", "H", "C", "O", "C", "C", "C", "N", "H", "H", "H", "H", "H", "H", "H", "H", "H", "H", "H", "C", "O", "H", "H", "H", "H"], "coordinates": [[1.014, -2.078, -5.076], [2.091, -2.890, -4.660], [1.621, -4.001, -3.868], [2.689, -4.988, -3.605], [2.229, -6.196, -2.784], [3.910, -4.402, -2.963], [0.249, -2.581, -5.710], [1.467, -1.258, -5.664], [0.559, -1.609, -4.130], [1.200, -3.571, -2.877], [0.755, -4.367, -4.397], [3.097, -5.422, -4.585], [1.497, -5.995, -1.952], [3.142, -6.522, -2.292], [1.826, -6.977, -3.482], [3.719, -4.205, -1.973], [3.978, -3.546, -3.475], [0.347, -3.593, 5.788], [-0.763, -4.032, 5.070], [-1.679, -3.019, 4.743], [-2.957, -3.661, 4.299], [-2.716, -4.632, 3.186], [-3.771, -2.531, 3.820], [0.081, -2.867, 6.563], [1.092, -3.119, 5.148], [0.751, -4.523, 6.280], [-1.807, -2.305, 5.627], [-1.334, -2.314, 3.983], [-3.447, -4.160, 5.124], [-1.897, -4.303, 2.561], [-3.542, -4.721, 2.457], [-2.572, -5.662, 3.486], [-3.244, -2.032, 3.041], [-4.551, -2.902, 3.252], [2.449, 2.894, 0.738], [1.906, 1.899, -0.033], [2.770, 1.542, -1.175], [2.049, 0.606, -2.176], [2.531, -0.897, -1.848], [2.445, 0.887, -3.596], [1.719, 3.271, 1.396], [2.805, 3.725, 0.042], [3.259, 2.532, 1.413], [3.135, 2.439, -1.699], [3.678, 1.097, -0.701], [0.930, 0.711, -2.096], [2.559, -0.980, -0.785], [3.531, -1.033, -2.234], [1.783, -1.569, -2.334], [2.286, 0.022, -4.150], [1.774, 1.620, -3.868], [0.914, -4.923, 1.066], [1.936, -3.985, 0.947], [2.521, -3.658, 2.173], [3.550, -2.572, 2.014], [4.627, -3.051, 0.996], [3.995, -2.105, 3.309], [0.327, -5.004, 0.123], [0.201, -4.588, 1.887], [1.311, -5.956, 1.233], [1.774, -3.346, 2.853], [2.949, -4.549, 2.601], [2.960, -1.787, 1.544], [4.201, -3.060, -0.027], [4.877, -4.115, 1.206], [5.527, -2.380, 1.047], [4.272, -1.153, 3.213], [4.751, -2.603, 3.730], [1.187, 8.236, -1.107], [0.242, 7.167, -1.099], [-0.547, 7.147, 0.117], [-1.605, 6.031, 0.026], [-2.420, 6.259, -1.216], [-2.294, 5.906, 1.267], [1.775, 8.201, -2.017], [1.843, 8.120, -0.206], [0.711, 9.195, -1.097], [0.080, 6.910, 0.964], [-1.025, 8.115, 0.231], [-1.136, 5.021, -0.128], [-3.056, 7.194, -1.055], [-3.192, 5.508, -1.398], [-1.826, 6.413, -2.127], [-2.749, 5.018, 1.290], [-3.106, 6.457, 1.312], [1.495, 4.394, -3.064], [0.721, 3.360, -3.719], [-0.638, 3.341, -3.347], [-1.340, 1.992, -3.786], [-1.191, 1.716, -5.251], [-2.756, 1.861, -3.349], [2.500, 4.130, -3.421], [1.452, 4.247, -1.989], [1.164, 5.432, -3.261], [-0.763, 3.189, -2.226], [-1.270, 4.194, -3.668], [-0.755, 1.262, -3.232], [-0.198, 1.926, -5.684], [-1.930, 2.239, -5.938], [-1.438, 0.738, -5.447], [-2.883, 1.954, -2.343], [-3.291, 2.654, -3.670], [-2.169, 0.992, 5.620], [-0.886, 0.374, 5.345], [0.207, 1.340, 5.155], [1.462, 0.547, 4.869], [2.656, 1.457, 4.508], [1.231, -0.289, 3.626], [-2.886, 0.240, 6.073], [-2.636, 1.470, 4.721], [-2.128, 1.774, 6.372], [-0.016, 2.009, 4.245], [0.431, 1.974, 6.079], [1.697, -0.041, 5.753], [3.328, 1.601, 5.392], [2.338, 2.429, 4.102], [3.254, 1.038, 3.687], [0.287, -0.611, 3.672], [1.908, -1.052, 3.586], [-0.178, -1.092, 0.775], [-1.172, -0.052, 0.542], [-1.436, 0.613, 1.768], [-2.427, 1.789, 1.458], [-3.733, 1.207, 0.950], [-1.803, 2.644, 0.450], [0.811, -0.643, 1.129], [0.008, -1.625, -0.181], [-0.496, -1.744, 1.519], [-1.681, -0.063, 2.552], [-0.490, 1.064, 2.201], [-2.549, 2.373, 2.396], [-4.353, 0.832, 1.716], [-3.564, 0.334, 0.234], [-4.405, 1.896, 0.407], [-1.106, 3.198, 0.943], [-1.248, 2.076, -0.215], [-3.881, -3.964, -6.237], [-3.855, -3.462, -4.929], [-2.641, -3.715, -4.278], [-2.631, -2.990, -2.959], [-2.720, -1.469, -3.143], [-1.466, -3.391, -2.155], [-3.867, -5.072, -6.185], [-3.042, -3.505, -6.776], [-4.759, -3.532, -6.683], [-2.581, -4.781, -3.958], [-1.748, -3.433, -4.780], [-3.569, -3.238, -2.459], [-3.513, -1.195, -3.847], [-1.863, -0.951, -3.517], [-2.981, -0.979, -2.212], [-1.579, -4.251, -1.636], [-1.400, -2.603, -1.494], [0.808, 5.102, 2.932], [-0.335, 4.233, 3.088], [0.965, 5.369, 1.944], [0.682, 5.922, 3.609], [1.768, 4.595, 3.168], [-1.147, 4.779, 2.953]], "mulliken_charge": [-0.401, -0.460, 0.390, 0.178, -1.335, -0.797, 0.336, 0.350, -0.068, -0.284, 0.419, 0.214, 0.106, 0.434, 0.401, 0.207, 0.405, -0.519, -0.375, 0.170, 0.557, -1.081, -0.692, 0.346, 0.071, 0.229, 0.277, -0.525, 0.334, -0.029, 0.406, 0.322, 0.129, 0.310, 0.056, 0.195, -1.638, 2.877, -0.477, -0.854, -0.782, 0.387, 0.215, 0.525, 0.332, -1.372, -0.147, 0.485, -0.695, 0.221, 0.460, -0.305, 0.109, -0.647, 1.389, -1.246, -0.473, -0.129, 0.081, 0.309, -0.087, 0.486, -0.609, 0.000, 0.374, 0.377, 0.180, 0.244, -0.884, -0.154, -0.919, 2.277, -1.880, -0.563, 0.234, 0.318, 0.331, 0.308, 0.451, -0.971, 0.411, 0.420, 0.286, 0.193, 0.262, -0.460, -0.451, -0.018, 2.406, -1.755, -0.480, 0.410, -0.069, 0.256, -0.184, 0.359, -1.412, 0.326, 0.323, 0.466, 0.112, 0.332, -0.746, -0.167, -0.511, 0.401, -0.848, 1.181, 0.236, 0.126, 0.403, -0.115, 0.537, 0.533, 0.377, -0.154, 0.085, -0.671, -0.519, 0.999, 0.192, 0.021, 0.525, -1.566, 0.330, -0.221, -0.534, -0.154, 0.039, -0.504, 0.495, 0.407, 0.001, 0.334, -0.044, -0.403, -0.728, -0.362, -0.351, 0.544, -1.106, -0.042, 0.281, 0.285, 0.275, 0.367, -0.005, 0.247, 0.545, -0.054, -0.026, 0.238, -0.181, -0.615, -0.391, 0.055, 0.427, 0.215, 0.172]}